[1]
The following is a DFT calculation (ωB97M-V with the def2-TZVPD basis set) of a 11-piece molecular cluster, C80H170BN8O10 overall at a distorted geometry.

Geometry as ORCA input:
```
! RIJCOSX wB97M-V def2-TZVPD def2/J DEFGRID3
* xyz 5 1
C 22.95596 -16.78530 10.75868
C 24.39367 -16.19086 10.96268
O 25.05367 -15.74905 9.77482
H 22.31138 -15.99954 10.36474
H 22.42455 -17.20484 11.61290
H 22.96857 -17.48408 9.92222
H 25.04308 -16.86263 11.52402
H 24.27718 -15.29761 11.57638
C 16.86558 -8.96115 6.07042
C 17.20587 -7.50878 6.44660
O 17.24359 -6.61166 5.35389
H 16.96662 -9.72016 6.84617
H 17.55365 -9.32140 5.30565
H 15.85646 -8.98544 5.65910
H 18.15342 -7.43039 6.97962
H 16.45453 -7.29987 7.20814
O 20.83321 -14.15189 9.15149
C 19.70713 -13.94476 9.52711
O 19.25968 -12.77286 9.72288
B 17.81008 -12.92283 10.07511
O 17.56680 -14.36453 10.15479
C 18.65551 -14.96680 9.79880
O 18.81453 -16.17260 9.72374
O 16.97725 -12.19182 9.15936
C 16.47483 -11.10802 9.71398
O 15.61882 -10.31200 9.24582
C 16.88869 -11.19114 11.18517
O 17.58720 -12.27346 11.35449
O 16.72555 -10.31076 12.02431
C 23.63599 -16.04333 15.16890
C 22.56013 -15.43571 14.24755
C 21.63638 -14.55948 15.08077
N 20.30544 -14.14681 14.39075
C 19.40730 -15.41487 14.31446
C 17.93269 -15.01809 13.98556
C 17.38420 -13.99571 15.03852
C 18.26128 -12.65138 15.00448
C 19.74800 -12.96259 15.22496
C 20.58314 -13.50743 12.96326
H 23.98815 -15.42379 15.99368
H 24.47190 -16.26927 14.50685
H 23.40065 -16.99432 15.64673
H 22.09787 -16.21773 13.64517
H 22.95987 -14.80569 13.45295
H 22.02660 -13.59100 15.39361
H 21.33971 -15.06456 16.00001
H 19.58290 -15.94403 15.25108
H 19.87952 -16.09720 13.60768
H 17.37324 -15.95353 13.97720
H 17.81288 -14.67219 12.95887
H 17.25215 -14.53130 15.97863
H 16.41223 -13.59718 14.74773
H 17.82108 -12.07198 15.81603
H 18.17271 -12.13416 14.04911
H 19.79133 -13.23894 16.27846
H 20.34712 -12.05786 15.12194
H 21.03094 -14.25295 12.30617
H 21.31066 -12.69796 13.02303
H 19.68444 -13.06999 12.52843
C 14.29650 -9.01055 15.22335
C 13.49278 -8.19351 14.29685
C 14.29214 -8.02751 12.97092
N 13.72281 -6.81661 12.06095
C 14.09295 -5.39062 12.59474
C 15.57981 -5.07010 12.46773
C 16.07549 -5.23147 11.01570
C 15.82678 -6.71896 10.63783
C 14.37571 -7.10892 10.66023
C 12.12302 -6.93710 12.01629
H 15.14063 -8.43910 15.60936
H 14.77260 -9.91009 14.83314
H 13.60434 -9.14736 16.05419
H 13.24792 -7.31526 14.89419
H 12.52767 -8.62958 14.03895
H 14.35358 -9.00002 12.48251
H 15.33655 -7.77156 13.14924
H 13.70275 -5.23978 13.60127
H 13.55593 -4.67580 11.97125
H 16.22983 -5.67404 13.10085
H 15.66897 -4.00966 12.70358
H 17.15265 -5.08254 10.94059
H 15.57974 -4.59007 10.28704
H 16.40492 -7.35705 11.30619
H 16.17416 -6.92692 9.62582
H 14.20777 -8.12495 10.30306
H 13.84871 -6.50901 9.91829
H 11.64606 -6.61603 12.94232
H 11.73773 -7.93161 11.79134
H 11.80613 -6.24472 11.23637
C 6.72224 -7.76413 7.58195
C 8.12550 -7.84856 6.83503
C 8.96456 -9.04421 7.42264
N 10.39710 -9.17675 6.73229
C 10.90668 -10.52984 7.00601
C 12.39918 -10.75942 6.58782
C 13.33859 -9.68090 7.15964
C 12.76738 -8.30745 6.90303
C 11.29992 -8.12263 7.34404
C 10.26470 -8.99125 5.18697
H 6.23844 -8.73460 7.69259
H 5.98567 -7.18225 7.02790
H 6.93187 -7.21933 8.50247
H 8.60784 -6.91215 7.11537
H 7.94947 -7.94179 5.76338
H 8.45342 -9.94639 7.08662
H 9.05300 -9.06462 8.50885
H 10.87974 -10.62893 8.09117
H 10.31506 -11.31158 6.52962
H 12.59857 -11.71533 7.07217
H 12.44179 -10.95143 5.51572
H 13.40346 -9.87000 8.23115
H 14.36069 -9.85834 6.82507
H 13.33905 -7.63910 7.54693
H 12.93007 -8.00622 5.86819
H 11.20731 -8.12933 8.43008
H 10.95882 -7.12360 7.07259
H 9.48746 -9.63344 4.77275
H 11.27138 -9.23037 4.84416
H 10.03032 -7.94182 5.00847
C 18.33439 -7.42281 15.20623
C 19.61759 -7.52224 14.42232
C 19.40801 -7.06817 12.98657
N 20.68884 -7.12324 12.05364
C 20.37029 -6.88448 10.59615
C 19.53970 -8.05912 10.03187
C 20.27517 -9.38017 10.14231
C 20.53812 -9.65312 11.63266
C 21.42668 -8.50601 12.15042
C 21.79659 -6.13325 12.42735
H 17.88257 -6.43662 15.09951
H 18.54675 -7.77828 16.21452
H 17.59921 -8.09674 14.76641
H 20.03526 -8.52826 14.46201
H 20.35887 -6.89730 14.92038
H 18.94766 -6.08338 12.90679
H 18.70699 -7.74770 12.50189
H 19.79601 -5.95812 10.58389
H 21.25607 -6.61741 10.01981
H 18.60962 -8.25150 10.56670
H 19.24787 -7.80252 9.01349
H 19.68979 -10.21786 9.76322
H 21.14748 -9.35799 9.48911
H 19.72312 -9.86020 12.32619
H 21.08558 -10.59155 11.54464
H 21.65737 -8.63536 13.20785
H 22.37875 -8.44806 11.62287
H 22.21074 -6.18048 13.43450
H 21.33708 -5.14486 12.42122
H 22.70869 -6.22570 11.83775
C 20.44911 -19.42465 8.13818
C 20.23328 -19.49918 9.63576
C 18.86423 -20.27623 9.94054
N 18.50646 -20.45052 11.48560
C 18.03966 -19.07230 12.06255
C 17.45931 -19.29731 13.44900
C 16.33915 -20.31694 13.43785
C 16.77977 -21.66872 12.94888
C 17.45462 -21.55194 11.57017
C 19.78617 -21.06074 12.15132
H 21.33839 -18.86081 7.85647
H 19.59563 -18.93576 7.66844
H 20.50450 -20.43611 7.73571
H 20.06168 -18.47584 9.96956
H 21.12114 -19.98724 10.03776
H 18.85284 -21.26234 9.47626
H 18.07568 -19.71786 9.43604
H 17.32065 -18.87251 11.26806
H 18.89181 -18.39263 12.06463
H 17.02352 -18.44183 13.96508
H 18.21277 -19.68165 14.13651
H 15.47627 -19.88160 12.93385
H 15.92334 -20.46460 14.43454
H 15.94457 -22.35856 12.82779
H 17.36961 -22.13586 13.73753
H 16.70580 -21.32833 10.81033
H 17.91066 -22.48065 11.22720
H 20.56878 -20.31329 12.28145
H 20.06781 -21.86515 11.47183
H 19.44451 -21.37289 13.13820
C 19.79558 -12.97145 5.45781
C 20.72975 -14.22158 5.67761
C 22.21023 -13.90577 6.14862
N 23.26702 -15.05695 6.19178
C 23.28411 -15.62322 4.77363
C 24.52376 -16.53779 4.55053
C 25.85294 -15.98791 5.03540
C 25.71314 -15.46721 6.46468
C 24.56777 -14.38762 6.57549
C 22.85431 -16.29038 7.05190
H 19.06707 -13.14841 4.66657
H 20.37503 -12.09169 5.17787
H 19.30238 -12.70076 6.39140
H 20.86215 -14.73613 4.72588
H 20.31371 -14.98543 6.33454
H 22.33554 -13.35756 7.08235
H 22.59995 -13.23622 5.38186
H 23.42123 -14.81242 4.05816
H 22.41040 -16.21394 4.49835
H 24.75150 -16.76566 3.50923
H 24.46018 -17.56626 4.90593
H 26.23559 -15.23177 4.34988
H 26.53779 -16.83423 4.98216
H 26.66342 -15.03144 6.77319
H 25.65076 -16.26379 7.20608
H 24.64031 -13.54097 5.89283
H 24.56653 -13.89848 7.54957
H 23.68892 -16.96705 7.23532
H 21.93751 -16.74861 6.68095
H 22.61483 -15.77240 7.98059
C 25.42919 -7.83109 12.54473
C 25.90507 -9.25336 12.20300
C 25.54730 -9.63144 10.72812
N 26.03316 -11.02442 10.21636
C 25.50558 -11.18258 8.75784
C 23.97659 -11.16712 8.59676
C 23.35905 -12.23889 9.56943
C 23.94336 -12.11864 11.03777
C 25.51422 -12.16937 11.08283
C 27.61578 -11.07838 10.20604
H 24.36899 -8.02074 12.71236
H 25.65281 -7.09206 11.77536
H 25.86044 -7.42098 13.45793
H 25.42505 -9.87056 12.96244
H 26.96912 -9.32922 12.42691
H 26.01223 -8.93617 10.02916
H 24.48637 -9.49557 10.51821
H 26.02609 -10.44235 8.15020
H 26.09490 -12.01238 8.36768
H 23.56556 -10.16350 8.70589
H 23.68854 -11.47831 7.59263
H 22.27364 -12.14419 9.60130
H 23.52754 -13.24218 9.17812
H 23.48422 -11.29227 11.58036
H 23.73591 -13.04964 11.56532
H 25.86039 -12.03928 12.10818
H 25.78051 -13.12778 10.63714
H 27.92376 -11.09175 11.25155
H 27.80064 -10.19146 9.59999
H 27.99518 -12.00075 9.76630
C 9.16226 -13.77813 8.97181
C 10.42021 -14.62124 8.51853
C 11.66058 -14.26622 9.42490
N 12.93994 -15.00413 9.04673
C 12.79137 -16.47527 8.79719
C 12.36517 -17.20968 10.15765
C 13.41924 -16.99826 11.26246
C 13.64324 -15.50938 11.47323
C 14.05731 -14.83454 10.16537
C 13.53761 -14.44879 7.73125
H 9.31889 -12.70607 9.09119
H 8.75758 -14.19089 9.89592
H 8.38622 -13.84438 8.20927
H 10.71544 -14.36685 7.50058
H 10.18010 -15.66522 8.71991
H 11.44900 -14.41953 10.48312
H 11.94002 -13.23804 9.19495
H 12.16993 -16.64843 7.91860
H 13.81187 -16.79473 8.58592
H 11.38478 -16.78273 10.36896
H 12.12885 -18.25284 9.94774
H 13.06542 -17.47560 12.17628
H 14.34557 -17.45206 10.91019
H 12.80621 -15.03263 11.98331
H 14.46621 -15.45226 12.18566
H 14.20006 -13.76002 10.28002
H 14.93890 -15.17066 9.61954
H 13.76642 -13.39295 7.87603
H 12.77393 -14.65024 6.98005
H 14.48085 -14.93065 7.47393
*
```

Computed properties:
Energy (Eh): -4363.669996
Kohn-Sham gap (eV): 2.94
Strongest force on any atom (eV/Å): 4.715

[2]
The following is a DFT calculation (ωB97M-V with the def2-TZVPD basis set) of a 3-piece molecular cluster, C2H13N2O2 overall at a distorted geometry.

Geometry as ORCA input:
```
! RIJCOSX wB97M-V def2-TZVPD def2/J DEFGRID3
* xyz 1 1
N -0.12354 0.67015 -0.32720
C -0.69415 0.46352 1.10446
C 0.05305 -0.59640 1.96205
N -0.22145 -2.07360 1.38486
H 0.12114 -0.20825 -0.73356
H 0.58368 1.32094 -0.34698
H -0.84356 1.05817 -0.89443
H -1.71063 0.09891 1.10702
H -0.61390 1.42202 1.67493
H -0.43421 -0.43019 3.00963
H 1.12478 -0.39722 2.06575
H 0.34623 -2.91217 1.55551
H -1.05909 -2.39888 0.93944
H -1.85394 3.11471 -2.81720
H -1.13329 2.36168 -3.86641
O -1.18156 2.41955 -2.85332
H 2.94550 -0.62461 -0.79973
H 2.47350 -2.13334 -0.94035
O 2.22144 -1.15500 -1.22446
*
```

Computed properties:
Energy (Eh): -343.706838
Kohn-Sham gap (eV): 9.72
ΔE to the lowest compared entry with this formula, charge and spin (eV): 1.894
Strongest force on any atom (eV/Å): 4.136